The following is a quantum chemistry calculation of the molecule C4H11NO2 at a distorted geometry, from the OMol25 dataset.

Structure (XYZ):
```
18
Properties=species:S:1:pos:R:3:forces:R:3:lowdin_charge:R:1
C 0.082313 -0.083520 0.143344 -1.109 1.707 0.065 -0.197
C -1.442556 0.130717 -0.196992 2.168 -0.029 0.121 -0.434
C -2.347583 -0.090616 1.022416 -1.549 -1.490 -1.529 -0.055
O -1.821917 -0.803449 -1.197662 0.817 -0.023 -0.542 -0.060
N 1.050597 0.230914 -0.935530 -0.523 0.564 0.128 -0.060
C 2.398126 0.403061 -0.377363 0.883 0.624 1.122 -0.294
O 2.759675 -0.543728 0.655359 -0.573 0.131 -1.637 -0.072
H 0.237330 0.569818 0.996892 0.291 0.268 0.430 0.114
H 0.244162 -1.063956 0.496651 0.097 -1.256 0.221 0.102
H -1.489142 1.171910 -0.602739 -0.429 -0.479 0.342 0.139
H -2.299250 0.574660 1.863545 0.450 0.534 0.130 0.062
H -3.385799 0.004146 0.566182 0.999 -0.180 0.842 0.098
H -2.267853 -1.159575 1.393081 0.075 1.216 -0.482 0.101
H -0.997591 -0.958523 -1.719035 -1.018 0.100 0.369 0.098
H 0.848302 1.205379 -1.238789 -0.191 -1.023 -0.115 0.119
H 2.459584 1.412699 0.107576 0.071 -0.828 -0.013 0.126
H 3.173221 0.400322 -1.166204 -0.538 -0.172 0.079 0.117
H 2.798381 -1.400251 0.189268 0.081 0.337 0.470 0.096
```
Positions in Å, forces in eV/Å.

Values from the calculation:
structure (SMILES): C[C@H](O)CNCO
total energy: -9910.469 eV
energy relative to the best compared isomer or geometry (same formula, charge and spin): 40.88 kcal/mol
LUMO: 0.83 eV
F_max: 2.638 eV/Å

The following is a quantum chemistry calculation of the molecule C4H11NO2 at a distorted geometry, from the OMol25 dataset.

Structure (XYZ):
```
18
Properties=species:S:1:pos:R:3:forces:R:3:lowdin_charge:R:1
C 1.639714 0.291370 0.741608 0.216 -1.230 -1.009 -0.217
O 2.699274 -0.624720 0.435231 1.488 0.426 -2.157 -0.129
C 0.336891 -0.203796 -0.054240 3.251 -0.172 0.007 -0.390
C -0.784427 0.588327 0.446187 -3.431 2.193 0.174 -0.194
C -2.130890 -0.217968 0.554194 0.638 -1.049 -0.878 -0.272
O -2.711159 -0.429765 -0.721917 2.457 -0.099 -2.543 -0.135
N 0.538664 -0.140516 -1.555160 -0.980 1.921 1.445 0.043
H 1.592161 0.199936 1.840051 -0.637 0.021 -0.464 0.119
H 1.915953 1.351786 0.529864 -0.339 -0.594 -0.193 0.123
H 3.101073 -0.511490 -0.504258 -1.400 0.044 2.474 0.125
H 0.218266 -1.275381 0.149052 0.063 0.229 0.257 0.141
H -0.900441 1.517520 -0.264182 -0.241 -1.639 1.254 0.157
H -0.723821 1.043527 1.472763 0.885 -0.544 -0.820 0.123
H -2.898552 0.309705 1.116149 0.208 -0.003 0.354 0.104
H -1.974473 -1.290024 0.960454 0.163 1.803 0.151 0.134
H 1.071793 -0.889907 -1.941564 0.487 -0.304 0.045 0.054
H -1.899620 -0.514684 -1.381814 -2.514 0.209 1.798 0.122
H 0.909594 0.796080 -1.822419 -0.313 -1.211 0.105 0.092
```
Positions in Å, forces in eV/Å.

Values from the calculation:
structure (SMILES): N[C@@H](CO)CCO
total energy: -9910.065 eV
energy relative to the best compared isomer or geometry (same formula, charge and spin): 50.21 kcal/mol
LUMO: 0.70 eV
F_max: 4.076 eV/Å

The following is a quantum chemistry calculation of a 3-piece molecular cluster, C4H11NO2 overall at a distorted geometry, from the OMol25 dataset.

Structure (XYZ):
```
18
Properties=species:S:1:pos:R:3:forces:R:3:lowdin_charge:R:1
N 0.516424 -1.397612 -0.847260 0.639 0.156 -1.272 0.066
C 0.636795 -0.242108 -0.066923 -2.619 1.063 0.441 -0.434
C -0.365788 0.227512 0.728026 1.953 -0.818 0.261 0.040
C 2.501655 1.363080 0.553787 -1.788 0.179 -1.097 0.031
C 1.888756 0.485860 -0.264383 2.008 0.092 0.678 -0.143
H -0.358220 -1.899455 -0.858904 -0.252 0.279 0.675 0.077
H 0.639109 -1.065227 -1.802297 0.395 -0.594 -0.093 0.090
H -0.063089 1.041119 1.373065 -0.451 0.163 0.118 0.028
H -1.172561 -0.417788 1.054100 -0.241 0.240 -0.334 0.053
H 1.884588 2.031096 1.156117 0.640 -0.463 0.754 0.055
H 3.545243 1.535041 0.372088 0.154 0.594 0.062 0.052
H 2.590383 0.174660 -1.032548 -0.412 -0.877 -0.152 0.094
H -2.954222 -3.586634 -3.582891 -0.331 -0.391 0.358 0.043
H -2.995207 -3.598697 -2.072482 0.007 0.038 0.331 0.017
O -3.354029 -4.060247 -2.830349 0.310 0.348 -0.695 -0.061
H -0.345486 3.567134 2.015517 -0.049 0.274 0.568 0.031
H -1.367951 3.278316 3.080464 -0.407 -0.195 0.239 0.024
O -0.580408 3.797046 2.934031 0.446 -0.089 -0.842 -0.063
```
Positions in Å, forces in eV/Å.

Values from the calculation:
structure (SMILES): C=CC(=C)N.O.O
total energy: -9909.423 eV
energy relative to the best compared isomer or geometry (same formula, charge and spin): 65.01 kcal/mol
LUMO: 0.29 eV
F_max: 2.861 eV/Å

The following is a quantum chemistry calculation of the molecule C4H11NO2 at a distorted geometry, from the OMol25 dataset.

Structure (XYZ):
```
18
Properties=species:S:1:pos:R:3:forces:R:3:lowdin_charge:R:1
C 0.147353 0.254471 0.492171 0.043 -0.961 -0.464 -0.246
C 0.864634 -1.001509 -0.073943 -0.503 1.934 1.268 -0.164
C 2.305382 -0.645481 -0.385869 0.287 -0.649 0.297 -0.293
O 2.539293 0.329116 -1.367566 0.161 0.026 -1.234 -0.061
N -1.083912 -0.129578 1.227885 -0.130 2.118 -0.447 -0.044
C -2.271077 -0.117185 0.385820 0.651 -1.919 -0.325 -0.331
O -2.589077 1.086989 -0.230028 -0.878 0.724 0.127 -0.035
H 0.009411 0.926362 -0.368227 -0.330 0.214 0.230 0.099
H 0.738634 0.800149 1.223624 0.475 -0.135 -0.060 0.118
H 0.823063 -1.669870 0.790411 0.152 -0.560 -0.539 0.117
H 0.249273 -1.308970 -0.916274 0.363 -0.564 -0.118 0.112
H 2.817715 -1.529159 -0.767326 0.034 -0.023 -0.065 0.116
H 2.813441 -0.404295 0.556009 -0.085 0.176 0.020 0.118
H 2.332050 1.252332 -1.211896 -0.273 -0.232 0.796 0.083
H -1.229142 0.733482 1.759478 -0.164 -0.545 0.684 0.104
H -3.115534 -0.439769 0.983732 -0.258 0.516 0.276 0.118
H -2.159706 -0.958568 -0.312855 0.138 0.317 -0.420 0.117
H -1.898345 1.483084 -0.763473 0.317 -0.437 -0.025 0.073
```
Positions in Å, forces in eV/Å.

Values from the calculation:
structure (SMILES): OCCCNCO
total energy: -9910.330 eV
energy relative to the best compared isomer or geometry (same formula, charge and spin): 44.09 kcal/mol
LUMO: 0.64 eV
F_max: 2.367 eV/Å

| no. | Kohn-Sham gap (eV) |
| --- | --- |
| 1 | 10.370 |
| 2 | 10.177 |
| 3 | 8.861 |
| 4 | 10.395 |